C14H28BrO6S3 | wB97M-V/def2-TZVPD

E = -129793.9082 eV
Kohn-Sham gap = 8.8 eV
LUMO = -0.133 hartree
Total charge = +1

Last column: Löwdin charge in e.
Geometry (Å):
C 0.028654 0.547332 -0.806094  -0.1620
C 0.840601 1.772415 -1.596211  -0.7309
Br 2.618867 1.038821 -2.144161  0.7171
C 0.941156 3.099089 -0.606985  -0.3888
S -0.768365 3.446644 0.085629  1.0609
C -1.826774 4.094203 -1.317149  -0.3448
C -3.421953 3.732655 -1.213209  -0.1205
C -3.810253 2.599590 -0.093977  -0.2916
O -3.805868 2.763567 1.238203  -0.0040
O -4.260679 1.273613 -0.632147  -0.0073
H -1.152472 0.672753 -0.923394  0.0845
H 0.381178 -0.493531 -1.233559  0.0720
H 0.271279 0.619734 0.359273  0.0858
H 0.149603 2.099953 -2.497579  0.0962
H 1.676391 2.841586 0.293113  0.1237
H 1.371775 4.038203 -1.160146  0.1211
H -0.589200 4.550606 0.948629  0.0652
H -1.751608 5.278902 -1.342724  0.1300
H -1.360306 3.699209 -2.315459  0.1109
H -3.755000 3.377221 -2.302986  0.1419
H -4.014749 4.743678 -1.025291  0.1539
H -4.462524 1.427110 -1.621922  0.1258
C -4.146861 -3.584565 -0.592778  -0.2214
C -3.099703 -3.602137 0.519765  -0.2180
C -1.782462 -4.068889 -0.097558  -0.2248
S -1.838215 -3.587488 -1.817094  0.6734
O -1.864454 -4.785174 -2.630109  -0.3088
O -0.887874 -2.516988 -2.043664  -0.3498
C -3.480647 -2.897346 -1.775419  -0.2375
H -5.057460 -3.062224 -0.285211  0.1196
H -4.419332 -4.612492 -0.860293  0.1254
H -2.979514 -2.589473 0.923500  0.1173
H -3.399823 -4.251935 1.347767  0.1203
H -0.922704 -3.596420 0.384217  0.1046
H -1.683052 -5.156927 -0.053273  0.1110
H -3.988753 -3.084293 -2.722975  0.1122
H -3.387000 -1.820867 -1.603752  0.0950
C 5.699463 -0.528467 1.380012  -0.2181
C 5.187232 -1.336735 2.571197  -0.2142
C 4.277683 -0.421603 3.389319  -0.2206
S 3.597418 0.764433 2.239442  0.6582
O 4.099390 2.078467 2.582186  -0.3210
O 2.184594 0.496864 2.058375  -0.3533
C 4.480504 0.178774 0.806690  -0.2757
H 6.181973 -1.166341 0.633735  0.1228
H 6.435132 0.209022 1.722563  0.1257
H 4.613509 -2.198001 2.207880  0.1218
H 6.009412 -1.723942 3.181105  0.1220
H 3.463972 -0.979351 3.859756  0.1086
H 4.841005 0.127399 4.148881  0.1121
H 4.736455 1.017314 0.156827  0.0855
H 3.830359 -0.523966 0.277055  0.0880

Atomic forces in eV per Å
0.174 0.350 0.469
-2.758 -0.054 1.022
-1.395 1.156 0.285
2.316 -0.327 -0.729
0.255 0.124 0.220
-0.349 1.740 -1.177
-0.507 -0.014 -0.529
-1.183 -1.080 5.398
0.419 -0.843 -9.167
0.989 4.444 -0.626
2.549 -0.314 0.069
-0.986 2.214 0.882
-0.348 -0.325 -2.554
2.055 -0.863 1.377
-1.934 0.556 -1.581
-0.997 -1.775 1.018
-0.041 -0.894 -1.224
0.086 -2.631 0.079
-0.822 0.584 2.096
0.751 0.627 2.496
1.238 -2.393 0.008
0.502 -0.421 2.176
-0.228 -0.174 0.079
-0.147 0.131 0.328
0.171 -0.199 0.654
0.025 -0.246 -0.273
0.243 0.661 0.205
-0.009 -0.276 -0.187
-0.534 0.202 -0.069
0.127 -0.095 -0.068
0.008 0.166 -0.016
-0.028 -0.129 -0.052
0.082 0.126 -0.131
-0.033 -0.144 -0.245
0.036 0.177 -0.164
0.238 0.003 0.015
0.060 -0.121 -0.027
0.310 0.021 0.045
0.116 -0.373 -0.050
0.107 -0.403 0.559
0.378 -0.177 0.013
-0.586 -0.154 -0.183
-0.101 0.585 -0.020
0.290 -0.149 -0.432
-0.075 0.133 0.101
-0.092 -0.078 -0.102
0.087 0.125 0.052
-0.180 0.064 -0.085
0.042 0.285 -0.050
-0.174 0.054 -0.164
-0.172 -0.015 0.152
0.024 0.138 0.105